No. 1
17
Properties=species:S:1:pos:R:3:nbo_charge:R:1 method="wB97M-V/def2-TZVPD" e_homo_ha=-0.3390 molar_mass_g_mol=102.14 smiles="CNC(=O)[C@@H](C)N"
C -1.11 -1.98 0.60 -0.421
N 0.27 -1.73 0.23 -0.642
C 0.81 -0.50 -0.25 0.670
O 1.96 -0.50 -0.60 -0.601
C 0.01 0.84 0.01 -0.147
C 0.85 2.08 0.52 -0.636
N -0.63 1.16 -1.33 -0.830
H -1.37 -1.32 1.47 0.210
H -1.78 -2.07 -0.31 0.189
H -1.03 -2.97 0.93 0.206
H 0.83 -2.60 0.02 0.399
H -0.75 0.91 0.79 0.210
H 1.65 2.49 -0.20 0.215
H 1.57 1.67 1.16 0.235
H 0.13 2.91 0.61 0.236
H 0.05 0.99 -1.96 0.347
H -1.44 0.62 -1.68 0.361

No. 2
17
Properties=species:S:1:pos:R:3:nbo_charge:R:1 method="wB97M-V/def2-TZVPD" e_homo_ha=-0.3209 molar_mass_g_mol=102.14 smiles="NCNCCC=O"
N -2.61 -0.68 -1.05 -0.847
C -1.24 -0.25 -0.96 -0.048
N -0.57 -1.02 0.07 -0.648
C 0.39 -0.33 0.90 -0.209
C 1.51 0.31 0.07 -0.527
C 2.36 1.15 0.99 0.451
O 2.95 2.15 0.69 -0.512
H -3.24 -0.03 -0.60 0.361
H -2.94 -0.76 -2.00 0.368
H -1.12 0.83 -0.72 0.141
H -0.75 -0.39 -1.93 0.169
H -1.29 -1.56 0.52 0.384
H -0.04 0.45 1.54 0.157
H 0.89 -1.09 1.51 0.203
H 2.14 -0.49 -0.33 0.236
H 1.15 0.93 -0.75 0.225
H 2.39 0.78 2.04 0.094

No. 3
17
Properties=species:S:1:pos:R:3:nbo_charge:R:1 method="wB97M-V/def2-TZVPD" e_homo_ha=-0.3225 molar_mass_g_mol=102.14 smiles="NCCNCC=O"
N -1.38 -0.15 2.08 -0.834
C 0.16 -0.23 2.00 -0.238
C 0.84 0.20 0.68 -0.219
N 0.02 -0.10 -0.49 -0.647
C 0.34 0.58 -1.71 -0.316
C -0.25 -0.19 -2.96 0.458
O 0.38 -0.23 -3.96 -0.518
H -1.54 -0.17 3.09 0.355
H -1.65 -1.12 1.93 0.344
H 0.25 -1.30 2.11 0.182
H 0.66 0.44 2.70 0.202
H 1.76 -0.40 0.62 0.186
H 1.28 1.21 0.72 0.167
H -0.95 -0.02 -0.20 0.376
H -0.07 1.59 -1.83 0.185
H 1.40 0.53 -1.92 0.214
H -1.27 -0.64 -2.84 0.103

No. 4
17
Properties=species:S:1:pos:R:3:nbo_charge:R:1 method="wB97M-V/def2-TZVPD" e_homo_ha=-0.3196 molar_mass_g_mol=102.14 smiles="CNCCNC=O"
C 1.86 -1.85 -0.59 -0.401
N 1.46 -0.39 -0.85 -0.654
C 0.96 0.38 0.33 -0.227
C -0.32 1.17 0.14 -0.266
N -1.57 0.36 0.49 -0.637
C -2.81 0.91 0.29 0.542
O -3.02 1.94 -0.24 -0.585
H 0.96 -2.53 -0.57 0.166
H 2.55 -2.16 -1.33 0.200
H 2.22 -1.89 0.37 0.186
H 0.92 -0.34 -1.73 0.369
H 0.78 -0.23 1.23 0.175
H 1.86 1.01 0.59 0.205
H -0.63 1.75 -0.74 0.238
H -0.23 2.03 0.74 0.199
H -1.35 -0.30 1.29 0.393
H -3.61 0.15 0.58 0.096

No. 5
17
Properties=species:S:1:pos:R:3:nbo_charge:R:1 method="wB97M-V/def2-TZVPD" e_homo_ha=-0.2535 molar_mass_g_mol=102.14
C 1.40 1.02 0.65 -0.342
C -1.76 0.46 -0.52 -0.411
C -0.13 -1.31 -1.04 -0.413
N -0.36 0.03 -0.47 -0.469
C 0.26 0.23 0.93 0.362
O 2.40 0.42 -0.21 -0.756
N -0.49 -0.08 1.92 -0.750
H 2.98 -0.10 0.35 0.458
H -0.01 0.09 2.80 0.357
H 1.84 1.56 1.48 0.166
H 0.37 0.85 -0.79 0.472
H -2.13 0.39 -1.54 0.203
H -1.82 1.49 -0.17 0.229
H -2.35 -0.17 0.15 0.233
H 0.94 -1.51 -1.04 0.238
H -0.50 -1.33 -2.06 0.206
H -0.65 -2.06 -0.44 0.217

No. 6
17
Properties=species:S:1:pos:R:3:nbo_charge:R:1 method="wB97M-V/def2-TZVPD" e_homo_ha=-0.3267 molar_mass_g_mol=102.14 smiles="CNCC(=O)NC"
C 2.12 0.49 -1.71 -0.414
N 1.26 0.91 -0.63 -0.615
C 0.33 -0.13 -0.22 -0.319
C -0.09 0.14 1.22 0.678
O 0.74 0.43 2.05 -0.628
N -1.41 0.03 1.53 -0.614
C -2.40 -0.69 0.75 -0.415
H 2.73 1.33 -2.04 0.205
H 2.75 -0.40 -1.52 0.165
H 1.51 0.26 -2.58 0.185
H 1.80 1.20 0.18 0.380
H 0.79 -1.13 -0.23 0.186
H -0.50 -0.17 -0.92 0.191
H -1.59 0.28 2.49 0.404
H -3.25 -0.89 1.40 0.216
H -2.01 -1.60 0.30 0.201
H -2.78 -0.06 -0.06 0.196

No. 7
17
Properties=species:S:1:pos:R:3:nbo_charge:R:1 method="wB97M-V/def2-TZVPD" e_homo_ha=-0.2920 molar_mass_g_mol=102.14
C -2.46 -0.89 -0.69 0.403
N -2.00 -2.09 -0.42 -0.688
C 0.46 0.60 -0.46 -0.707
C 1.77 0.73 0.13 0.088
C 2.91 1.37 -0.34 -0.423
N 1.36 0.19 2.64 -0.822
O -2.09 -0.01 -1.55 -0.606
H -3.28 -0.52 0.07 0.064
H -2.53 -2.43 0.43 0.327
H -0.34 0.58 0.23 0.266
H 0.21 1.55 -1.00 0.292
H 0.37 -0.35 -0.98 0.291
H 1.68 0.47 1.35 0.268
H 3.91 1.54 0.12 0.251
H 2.69 1.84 -1.35 0.256
H 1.82 -0.62 2.98 0.365
H 0.57 0.41 3.16 0.375

No. 8
17
Properties=species:S:1:pos:R:3:nbo_charge:R:1 method="wB97M-V/def2-TZVPD" e_homo_ha=-0.2800 molar_mass_g_mol=102.14
N -1.18 1.69 0.20 -0.862
C -1.32 -0.67 0.69 0.078
C -0.57 0.56 0.90 -0.302
O -2.40 -0.63 -0.14 -0.690
H -2.36 0.26 -0.56 0.496
H -0.50 2.27 -0.27 0.373
H -1.74 2.27 0.82 0.369
H -1.45 -1.36 1.52 0.193
H -0.27 0.73 1.93 0.198
N 2.57 0.12 -1.04 -0.822
C 1.46 -0.54 -0.63 0.067
C 0.74 -1.57 -0.70 -0.474
H 2.89 0.90 -0.48 0.378
H 3.33 -0.42 -1.43 0.377
H 0.48 0.34 0.32 0.216
H 0.63 -2.56 -1.12 0.234
H -0.33 -1.38 0.00 0.170

Calculated DFT total energy in order - -9336.47585 -9336.98778 -9336.20160 -9336.52072 -9334.31560 -9337.79763 -9328.48483 -9333.35481 eV
Calculated ΔE to the lowest compared entry with this formula, charge and spin in order - 242.33 192.94 268.80 238.01 450.77 114.80 1013.35 543.47 kJ/mol